Entry 1:
The following is a DFT calculation (wB97M-V/def2-TZVPD) of an isolated ion of composition C5H13N2O and charge +1.

The value obtained for the frontier orbital gap is 10.002 eV. As for the SMILES: CNC[C@@H]([NH3+])CC=O. The HOMO energy comes out at -13.28 eV. The energy above the lowest of the compared OMol25 structures with the same formula, charge and spin is 190.7 kJ/mol. The calculation puts the total energy at -10416.2197 eV.

Structure (ORCA input):
```
! RIJCOSX wB97M-V def2-TZVPD def2/J DEFGRID3
* xyz 1 1
N 0.95 -0.48 -1.06
C 0.03 0.15 0.04
C 0.90 1.15 0.78
C 1.98 0.47 1.61
O 2.51 -0.52 1.17
C -1.20 0.81 -0.65
N -2.39 0.02 -0.34
C -2.33 -1.34 -0.90
H 1.71 -0.91 -0.53
H 0.39 -1.10 -1.65
H 1.35 0.26 -1.62
H -0.21 -0.68 0.69
H 1.33 2.01 0.26
H 0.19 1.58 1.50
H 2.21 0.95 2.57
H -1.23 1.81 -0.20
H -1.08 1.04 -1.72
H -3.16 0.52 -0.78
H -1.84 -1.99 -0.18
H -3.37 -1.67 -0.96
H -1.86 -1.46 -1.88
*
```

***

Entry 2:
The following is a DFT calculation (wB97M-V/def2-TZVPD) of an isolated ion of composition C5H13N2O and charge +1.

The value obtained for the frontier orbital gap is 9.027 eV. As for the SMILES: CNC[C@@H]([NH3+])CC=O. The HOMO energy comes out at -12.35 eV. The energy above the lowest of the compared OMol25 structures with the same formula, charge and spin is 282.2 kJ/mol. The calculation puts the total energy at -10415.2710 eV.

Structure (ORCA input):
```
! RIJCOSX wB97M-V def2-TZVPD def2/J DEFGRID3
* xyz 1 1
N -1.04 -0.26 -1.03
C 0.12 -0.40 -0.07
C 1.01 -1.54 -0.56
C 0.34 -2.87 -0.19
O -0.86 -2.92 -0.19
C 0.89 0.93 -0.05
N 0.45 1.88 0.93
C -0.96 2.10 1.22
H -1.79 -0.90 -0.76
H -1.45 0.69 -1.06
H -0.77 -0.53 -1.98
H -0.26 -0.68 0.92
H 1.46 -1.60 -1.54
H 1.91 -1.37 0.10
H 1.08 -3.69 -0.22
H 1.88 0.51 0.31
H 1.26 1.42 -0.97
H 0.97 2.76 0.93
H -1.19 1.70 2.21
H -1.21 3.18 1.26
H -1.82 1.60 0.73
*
```

***

Entry 3:
The following is a DFT calculation (wB97M-V/def2-TZVPD) of a 2-piece molecular cluster, C5H13N2O overall.

The value obtained for the frontier orbital gap (alpha / beta) is 7.978 / 7.978 eV. The HOMO energy (alpha / beta) comes out at -11.43 / -11.43 eV. The energy above the lowest of the compared OMol25 structures with the same formula, charge and spin is 515.7 kJ/mol. The calculation puts the total energy at -10412.8508 eV.

Structure (ORCA input):
```
! RIJCOSX wB97M-V def2-TZVPD def2/J DEFGRID3
* xyz 1 1
C 1.43 -2.87 -0.42
C -3.61 0.44 0.13
C 1.08 -0.71 0.55
C 0.56 1.55 1.25
C 0.71 1.03 -1.15
N 0.75 -1.84 -0.14
N 0.29 0.56 0.13
O -2.38 0.45 -0.04
H 1.16 -3.82 -0.80
H 2.48 -2.79 -0.19
H -4.12 1.39 0.17
H -4.22 -0.47 0.29
H 2.10 -0.39 0.57
H 0.23 2.53 1.07
H 0.31 1.04 2.23
H 1.66 1.75 1.41
H 0.95 2.18 -1.06
H 1.65 0.57 -1.48
H -0.10 0.82 -1.97
H -0.19 -1.78 -0.60
H -0.74 0.37 0.05
*
```

***

Entry 4:
The following is a DFT calculation (wB97M-V/def2-TZVPD) of an isolated ion of composition C5H13N2O and charge +1.

The value obtained for the frontier orbital gap is 9.964 eV. As for the SMILES: C[NH2+]CCNCC=O. The HOMO energy comes out at -13.07 eV. The energy above the lowest of the compared OMol25 structures with the same formula, charge and spin is 344.4 kJ/mol. The calculation puts the total energy at -10414.6263 eV.

Structure (ORCA input):
```
! RIJCOSX wB97M-V def2-TZVPD def2/J DEFGRID3
* xyz 1 1
C -1.10 -0.62 0.53
N -0.04 -1.26 -0.32
C 0.93 -2.03 0.45
C 2.23 -1.79 -0.44
O 3.09 -1.06 -0.08
C -0.59 0.80 0.99
N 0.04 1.54 -0.18
C -0.91 2.35 -1.02
H -1.40 -1.15 1.50
H -2.16 -0.55 0.18
H -0.46 -1.83 -0.96
H 0.70 -3.23 0.59
H 0.92 -1.70 1.39
H 2.17 -2.18 -1.48
H 0.39 0.51 1.66
H -1.41 1.43 1.41
H 0.39 0.73 -0.77
H 0.82 2.17 0.21
H -0.41 2.72 -1.93
H -1.89 1.88 -1.31
H -1.33 3.27 -0.41
*
```

***

Entry 5:
The following is a DFT calculation (wB97M-V/def2-TZVPD) of a 2-piece molecular cluster, C5H13N2O overall.

The value obtained for the frontier orbital gap (alpha / beta) is 8.168 / 8.166 eV. The HOMO energy (alpha / beta) comes out at -11.30 / -11.30 eV. The energy above the lowest of the compared OMol25 structures with the same formula, charge and spin is 432.7 kJ/mol. The calculation puts the total energy at -10413.7117 eV.

Structure (ORCA input):
```
! RIJCOSX wB97M-V def2-TZVPD def2/J DEFGRID3
* xyz 1 1
C 2.23 1.08 -0.34
C 1.64 -0.25 -0.52
C -3.22 0.29 -0.30
C 2.28 -2.34 0.46
C -1.70 0.37 -0.41
N -1.12 1.03 0.79
N 2.37 -1.41 -0.44
O 1.43 0.50 0.69
H 3.28 1.19 -0.07
H 1.79 1.93 -0.84
H -3.66 1.28 -0.20
H -3.52 -0.32 0.55
H -3.63 -0.16 -1.19
H -1.41 0.96 -1.29
H 2.70 -3.31 0.28
H 1.77 -2.13 1.39
H -1.26 -0.62 -0.50
H -1.46 0.58 1.64
H -1.37 2.02 0.82
H 2.86 -1.62 -1.30
H -0.02 0.91 0.78
*
```

***

Entry 6:
The following is a DFT calculation (wB97M-V/def2-TZVPD) of an isolated ion of composition C5H13N2O and charge +1.

The value obtained for the frontier orbital gap is 10.026 eV. As for the SMILES: C[C@H]1[NH2+]COC[C@@H]1N. The HOMO energy comes out at -13.13 eV. The energy above the lowest of the compared OMol25 structures with the same formula, charge and spin is 327.3 kJ/mol. The calculation puts the total energy at -10414.8033 eV.

Structure (ORCA input):
```
! RIJCOSX wB97M-V def2-TZVPD def2/J DEFGRID3
* xyz 1 1
C -1.20 1.44 -0.08
C -1.86 -0.72 -0.30
C 0.37 0.91 0.30
C 0.57 -0.56 -0.28
C 1.80 -1.16 0.29
N 1.42 1.81 -0.06
N -0.63 -1.41 0.23
O -2.04 0.45 0.40
H -1.22 2.49 0.38
H -1.36 1.38 -1.10
H -1.72 -0.60 -1.32
H -2.84 -1.39 -0.18
H 0.27 0.89 1.33
H 0.35 -0.73 -1.40
H 1.59 -1.60 1.34
H 2.46 -0.32 0.38
H 2.08 -1.95 -0.50
H 1.17 2.08 -0.99
H 1.70 2.59 0.48
H -0.48 -1.30 1.27
H -0.44 -2.30 -0.19
*
```

***

Entry 7:
The following is a DFT calculation (wB97M-V/def2-TZVPD) of a 2-piece molecular cluster, C5H13N2O2 overall.

The value obtained for the frontier orbital gap is 6.450 eV. The HOMO energy comes out at -2.54 eV. The energy above the lowest of the compared OMol25 structures with the same formula, charge and spin is 22.2 kJ/mol. The calculation puts the total energy at -12470.9834 eV.

Structure (ORCA input):
```
! RIJCOSX wB97M-V def2-TZVPD def2/J DEFGRID3
* xyz -1 1
C 1.54 -0.07 0.33
O 1.82 -0.47 1.65
C 0.48 -0.98 -0.34
C -0.84 -0.85 0.37
C -1.26 0.59 0.70
C -1.98 1.30 -0.20
N -0.87 0.89 1.95
N 0.93 -2.40 -0.30
H 2.46 -0.16 -0.25
H 1.11 0.93 0.41
H 0.44 -0.72 -1.40
H -1.63 -1.37 -0.18
H -0.72 -1.34 1.33
H -2.32 2.31 0.02
H -2.26 0.96 -1.19
H 1.03 -0.21 2.13
H -1.14 1.84 2.22
H 1.81 -2.48 0.20
H 0.21 -2.93 0.18
H 0.37 1.02 -2.91
H 0.15 2.23 -1.99
O 0.67 1.93 -2.73
*
```

***

Entry 8:
The following is a DFT calculation (wB97M-V/def2-TZVPD) of a 2-piece molecular cluster, C5H13N2O2 overall.

The value obtained for the frontier orbital gap is 10.007 eV. The HOMO energy comes out at -13.39 eV. The energy above the lowest of the compared OMol25 structures with the same formula, charge and spin is 171.2 kJ/mol. The calculation puts the total energy at -12463.2862 eV.

Structure (ORCA input):
```
! RIJCOSX wB97M-V def2-TZVPD def2/J DEFGRID3
* xyz 1 1
N -2.04 -1.17 -0.74
C -0.61 -0.72 -0.36
C -0.67 0.77 -0.41
C 0.24 1.34 -1.47
C 1.42 0.92 -2.08
C -0.25 -1.28 0.94
N 0.85 -0.69 1.53
O -0.77 -2.34 1.32
H -2.71 -0.86 -0.04
H -2.06 -2.15 -0.90
H -2.26 -0.56 -1.59
H 0.03 -1.23 -1.06
H -0.37 1.32 0.57
H -1.75 1.18 -0.44
H -0.15 2.40 -1.75
H 1.93 0.05 -1.80
H 2.05 1.55 -2.62
H 1.29 0.03 1.08
H 1.28 -1.18 2.24
H 1.90 2.86 1.82
H 2.26 2.68 0.36
O 1.54 2.44 1.04
*
```

***

Entry 9:
The following is a DFT calculation (wB97M-V/def2-TZVPD) of an isolated ion of composition C5H13N2S and charge -1.

The value obtained for the frontier orbital gap is 5.910 eV. As for the SMILES: NCCNCCC[S-]. The HOMO energy comes out at -2.36 eV. The energy above the lowest of the compared OMol25 structures with the same formula, charge and spin is 158.4 kJ/mol. The calculation puts the total energy at -19210.6364 eV.

Structure (ORCA input):
```
! RIJCOSX wB97M-V def2-TZVPD def2/J DEFGRID3
* xyz -1 1
C 1.31 1.42 -0.41
C 2.01 0.13 -0.09
S 2.67 0.13 1.71
C -0.14 1.44 0.20
N -1.02 0.52 -0.70
C -2.15 -0.15 0.04
C -2.96 -1.10 -0.89
N -2.17 -2.26 -1.36
H 1.95 2.26 0.01
H 1.20 1.64 -1.52
H 2.91 -0.18 -0.56
H 1.38 -0.82 -0.15
H -0.07 1.15 1.19
H -0.74 2.40 0.28
H -0.50 -0.18 -1.20
H -1.77 -0.77 0.91
H -2.79 0.57 0.55
H -3.26 -0.53 -1.70
H -3.86 -1.52 -0.53
H -1.34 -2.37 -0.77
H -1.86 -2.04 -2.40
*
```

***

Entry 10:
The following is a DFT calculation (wB97M-V/def2-TZVPD) of a 2-piece molecular cluster, C5H13N2S overall.

The value obtained for the frontier orbital gap (alpha / beta) is 8.747 / 5.679 eV. The HOMO energy (alpha / beta) comes out at -7.85 / -7.85 eV. The energy above the lowest of the compared OMol25 structures with the same formula, charge and spin is 42.1 kJ/mol. The calculation puts the total energy at -19209.2818 eV.

Structure (ORCA input):
```
! RIJCOSX wB97M-V def2-TZVPD def2/J DEFGRID3
* xyz 0 2
C 1.22 1.56 2.18
C 1.02 0.52 2.98
N 0.74 0.70 4.37
N 1.54 1.43 0.81
H 1.22 2.55 2.63
H 0.87 -0.47 2.55
H 1.51 0.34 4.93
H -0.06 0.14 4.64
H 1.29 2.27 0.30
H 1.01 0.67 0.39
C -2.14 -0.37 -2.37
C -0.71 -0.55 -2.86
C 0.04 -1.65 -2.10
S 0.13 -1.36 -0.34
H -2.61 -1.35 -2.26
H -2.75 0.23 -3.04
H -2.16 0.07 -1.37
H -0.71 -0.79 -3.93
H -0.13 0.37 -2.74
H 1.06 -1.69 -2.49
H -0.40 -2.63 -2.29
*
```

***

Entry 11:
The following is a DFT calculation (wB97M-V/def2-TZVPD) of a 2-piece molecular cluster, C5H13N2S overall.

The value obtained for the frontier orbital gap is 8.457 eV. The HOMO energy comes out at -12.17 eV. The energy above the lowest of the compared OMol25 structures with the same formula, charge and spin is 249.7 kJ/mol. The calculation puts the total energy at -19202.2823 eV.

Structure (ORCA input):
```
! RIJCOSX wB97M-V def2-TZVPD def2/J DEFGRID3
* xyz 1 1
C -2.30 0.93 -3.55
C -1.18 -0.04 -3.64
C -0.14 -1.44 2.89
C 1.74 1.07 0.44
C 0.94 -0.66 2.36
N 2.12 -0.51 2.69
N 0.74 0.10 1.01
S -0.65 -0.72 -2.25
H -3.35 0.79 -3.81
H -2.23 1.89 -3.99
H -0.57 -0.24 -4.51
H -1.04 -0.98 3.32
H 0.09 -2.25 3.66
H -0.65 -1.92 2.06
H 1.64 2.00 0.92
H 2.82 0.72 0.71
H 1.43 1.18 -0.58
H 2.48 -1.08 3.43
H -2.32 1.17 -2.45
H -0.11 0.56 1.10
H 0.55 -0.56 0.18
*
```

***

Entry 12:
The following is a DFT calculation (wB97M-V/def2-TZVPD) of a 2-piece molecular cluster, C5H13N2S overall.

The value obtained for the frontier orbital gap (alpha / beta) is 7.687 / 7.687 eV. The HOMO energy (alpha / beta) comes out at -11.78 / -11.78 eV. The energy above the lowest of the compared OMol25 structures with the same formula, charge and spin is 272.7 kJ/mol. The calculation puts the total energy at -19202.0438 eV.

Structure (ORCA input):
```
! RIJCOSX wB97M-V def2-TZVPD def2/J DEFGRID3
* xyz 1 1
C -0.41 0.01 -2.12
C 0.06 -1.06 1.55
C -0.97 -1.42 2.55
C -1.25 2.21 -2.51
C 2.19 -0.59 0.64
N -0.65 1.21 -1.63
N 1.29 -0.72 1.74
S -0.49 1.62 -0.07
H 0.28 -0.64 -1.55
H -0.59 0.07 -3.17
H -0.17 -1.16 0.43
H -1.97 -0.94 2.58
H -0.62 -1.45 3.55
H -1.12 -2.45 2.44
H -0.43 2.65 -3.11
H -1.88 1.68 -3.17
H -1.82 2.97 -1.99
H 3.11 -0.47 1.06
H 2.03 -1.50 0.05
H 1.80 0.30 0.15
H 1.61 -0.32 2.57
*
```